Entry 1:
Below is CH3FO2S in the gas phase, with properties calculated with ωB97M-V/def2-TZVPD.

Geometry as ORCA input:
```
! RIJCOSX wB97M-V def2-TZVPD def2/J DEFGRID3
* xyz 0 1
O 0.7228 1.8850 0.4274
H -1.3678 -0.2399 -1.2427
O 1.2623 -0.3077 1.3631
H -1.4674 0.1023 0.5423
S 0.8723 0.4713 0.2466
F 1.9874 0.0244 -0.9145
H -0.9975 -1.4964 -0.1438
C -1.0120 -0.4390 -0.2783
*
```

Summary:
Max |F|, eV/A: 3.4
LUMO, eV: -0.39
Energy above the lowest of the compared OMol25 structures with the same formula, charge and spin, eV: 0.881
Structure (SMILES): CS(=O)(=O)F
HOMO, eV: -11.633

=====

Entry 2:
Below is CH3FO2S in the gas phase, with properties calculated with ωB97M-V/def2-TZVPD.

Geometry as ORCA input:
```
! RIJCOSX wB97M-V def2-TZVPD def2/J DEFGRID3
* xyz 0 1
C -0.9286 0.0069 -0.0210
H -1.0863 0.3910 0.9133
O 1.4061 -0.7220 -1.2470
O 1.2872 -0.7331 1.2349
F 1.3514 1.6121 -0.1159
S 0.8558 -0.1787 -0.0449
H -1.5016 0.6049 -0.6841
H -1.3840 -0.9811 -0.0353
*
```

Summary:
Max |F|, eV/A: 4.0
LUMO, eV: -0.09
Energy above the lowest of the compared OMol25 structures with the same formula, charge and spin, eV: 0.535
Structure (SMILES): CS(=O)(=O)F
HOMO, eV: -12.371

=====

Entry 3:
Below is a gas-phase ion, CH3FO4PS (charge -1), with properties calculated with ωB97M-V/def2-TZVPD.

Geometry as ORCA input:
```
! RIJCOSX wB97M-V def2-TZVPD def2/J DEFGRID3
* xyz -1 1
O -0.2948 -0.1430 1.4167
F 2.0912 1.8612 0.9966
H 0.4417 0.6440 -0.2745
H 0.1485 -1.1862 -0.3144
P -0.6995 1.2346 2.1933
O 1.1615 3.4673 2.7105
C -0.2584 -0.0959 0.0209
O -1.2533 0.8499 3.5625
O -1.4743 2.2066 1.2524
S 1.3590 2.0133 2.5585
H -1.2691 0.1055 -0.4251
*
```

Summary:
Max |F|, eV/A: 4.1
LUMO, eV: 3.57
Energy above the lowest of the compared OMol25 structures with the same formula, charge and spin, eV: 0.438
HOMO, eV: -5.183